{"formula": "C15H19N2O2", "method": "wB97M-V/def2-TZVPD", "max_force_ev_per_a": 4.392, "homo_lumo_gap_ev": 7.7254, "charge": 1, "homo_ev": -12.392, "energy_ha": -842.63879, "elements": ["C", "O", "C", "C", "C", "C", "C", "C", "C", "C", "H", "H", "H", "H", "H", "H", "H", "H", "H", "H", "H", "O", "C", "C", "C", "C", "C", "C", "N", "N", "H", "H", "H", "H", "H", "H", "H", "H"], "positions_angstrom": [[-1.3201, -2.1112, 2.3646], [-0.4615, -1.6077, 1.3331], [-0.9934, -1.0287, 0.2814], [-0.3672, -1.3024, -0.9811], [-1.0706, -1.2175, -2.2096], [-0.4360, -1.5446, -3.4001], [0.8940, -2.0035, -3.4051], [1.5714, -2.3868, -4.6857], [1.5944, -2.0824, -2.1896], [0.9730, -1.7677, -0.9893], [-0.6474, -2.5407, 3.1037], [-1.9114, -1.3145, 2.8150], [-1.9790, -2.8754, 1.9477], [-2.0423, -0.7102, 0.3521], [-2.1069, -0.8772, -2.1882], [-0.9759, -1.4696, -4.3513], [2.5066, -2.9213, -4.4857], [0.9241, -3.0324, -5.2908], [1.8118, -1.5021, -5.2900], [2.6319, -2.4367, -2.1813], [1.4959, -1.8798, -0.0343], [-2.4183, 0.9214, 2.0008], [-1.3303, 1.5139, 1.9528], [-0.8976, 2.5098, 3.0256], [0.3231, 3.3815, 2.7034], [1.4280, 2.5486, 2.0462], [0.9526, 1.8270, 0.7679], [-0.4375, 1.3074, 0.7978], [-1.1523, 1.4508, -0.3592], [-1.6553, 1.5658, -1.3853], [-1.7684, 3.1355, 3.2686], [-0.6505, 1.9075, 3.9162], [0.0637, 4.2421, 2.0687], [0.7033, 3.8018, 3.6421], [2.2891, 3.1796, 1.7801], [1.7771, 1.8065, 2.7789], [1.0418, 2.5225, -0.0807], [1.6400, 0.9907, 0.5606]]}


{"formula": "C15H19N3O2", "method": "wB97M-V/def2-TZVPD", "max_force_ev_per_a": 2.324, "homo_lumo_gap_ev": 7.7606, "charge": 0, "relative_energy_kcal_mol": 68.09, "homo_ev": -7.511, "energy_ha": -897.68524, "smiles": "O=C1CN(CC(=O)N2CCCCC2)Nc2ccccc21", "elements": ["O", "O", "C", "C", "C", "C", "C", "C", "C", "C", "N", "N", "N", "C", "C", "C", "C", "C", "C", "C", "H", "H", "H", "H", "H", "H", "H", "H", "H", "H", "H", "H", "H", "H", "H", "H", "H", "H", "H"], "positions_angstrom": [[-2.5114, -2.2988, 2.4927], [-1.9372, 3.0322, -0.0851], [-2.0245, -2.0340, 1.3998], [-1.0866, 2.1887, -0.3509], [-0.5469, -5.3904, 0.4282], [-0.0681, -5.0926, -0.8283], [-1.1905, -4.4024, 1.1742], [-0.2850, -3.8291, -1.3976], [-1.3744, -3.1062, 0.6448], [-0.9039, -2.8161, -0.6444], [-1.0507, -1.5450, -1.1863], [-1.3426, -0.3566, -0.3814], [0.2199, 2.4313, 0.0613], [-2.1742, -0.6143, 0.8186], [-1.5734, 0.9237, -1.1237], [0.5272, 3.6192, 0.8664], [1.2887, 1.4196, -0.1550], [1.8875, 4.1875, 0.4759], [2.5620, 2.0809, -0.6326], [2.9985, 3.1363, 0.3623], [-0.3784, -6.3590, 0.8752], [0.3317, -5.9025, -1.3992], [-1.6205, -4.6730, 2.1599], [-0.0001, -3.6443, -2.4402], [-0.6667, -1.3971, -2.1184], [-3.2270, -0.5404, 0.5212], [-1.9432, 0.1094, 1.6121], [-1.0389, 0.8864, -2.0720], [-2.6172, 1.0441, -1.3770], [-0.2171, 4.3581, 0.7184], [0.5885, 3.3510, 1.9424], [1.4552, 0.8887, 0.7598], [1.0306, 0.6752, -0.9181], [1.8125, 4.7240, -0.4835], [2.2364, 4.9290, 1.1920], [3.3635, 1.2880, -0.7352], [2.3967, 2.5022, -1.6389], [3.1318, 2.6356, 1.3378], [3.9475, 3.5910, 0.1252]]}


{"formula": "C15H19N3O2", "method": "wB97M-V/def2-TZVPD", "max_force_ev_per_a": 0.838, "homo_lumo_gap_ev": 9.0501, "charge": 0, "relative_energy_kcal_mol": 39.40, "homo_ev": -8.456, "energy_ha": -897.73097, "smiles": "COc1ccc(CCC(=O)NCc2cnn(C)c2)cc1", "elements": ["C", "H", "H", "H", "O", "C", "C", "C", "C", "C", "C", "H", "H", "C", "H", "H", "C", "C", "O", "N", "H", "C", "C", "C", "N", "N", "C", "H", "C", "H", "H", "H", "H", "H", "H", "H", "H", "H", "H"], "positions_angstrom": [[3.4091, 0.7913, 3.1364], [3.5886, 1.0767, 2.0943], [3.9881, -0.1078, 3.3708], [3.7257, 1.6028, 3.7898], [2.0394, 0.6060, 3.3953], [1.3805, -0.3875, 2.7317], [1.9429, -1.2129, 1.7654], [1.1700, -2.1864, 1.1546], [-0.1640, -2.3651, 1.4866], [-0.7178, -1.5347, 2.4566], [0.0380, -0.5597, 3.0717], [-0.3861, 0.0837, 3.8265], [-1.7547, -1.6578, 2.7363], [-1.0073, -3.3827, 0.7734], [-1.6767, -3.8783, 1.4802], [-0.3676, -4.1380, 0.3146], [-1.8547, -2.7226, -0.3304], [-0.9396, -2.0305, -1.3270], [-0.4884, -2.5823, -2.3084], [-0.6473, -0.7529, -0.9999], [-1.0237, -0.3543, -0.1547], [0.2552, 0.0731, -1.7767], [-0.4291, 1.3077, -2.2597], [-0.2473, 2.6114, -1.8447], [-1.1115, 3.3739, -2.5441], [-1.8446, 2.6452, -3.3778], [-1.4505, 1.3974, -3.2220], [-1.8948, 0.6058, -3.7906], [-1.2837, 4.7956, -2.4738], [-1.5610, 5.1021, -1.4633], [-2.0797, 5.0644, -3.1650], [-0.3653, 5.3112, -2.7619], [0.4265, 3.0338, -1.1261], [0.5773, -0.5447, -2.6198], [1.1268, 0.3392, -1.1671], [-2.5495, -2.0054, 0.1092], [-2.4190, -3.4917, -0.8584], [1.6181, -2.8153, 0.3992], [2.9779, -1.1108, 1.4790]]}


{"formula": "C15H19N3O4S2", "method": "wB97M-V/def2-TZVPD", "max_force_ev_per_a": 1.464, "homo_lumo_gap_ev": 9.6478, "charge": 0, "relative_energy_kcal_mol": 60.58, "homo_ev": -9.266, "energy_ha": -1844.56077, "smiles": "CCOCCc1nnc(NC(=O)CS(=O)(=O)c2ccc(C)cc2)s1", "elements": ["C", "C", "O", "C", "C", "C", "N", "N", "C", "N", "C", "O", "C", "H", "H", "S", "O", "O", "C", "C", "C", "C", "C", "C", "H", "H", "C", "H", "H", "H", "H", "H", "H", "S", "H", "H", "H", "H", "H", "H", "H", "H", "H"], "positions_angstrom": [[-6.2728, -2.1555, 0.4804], [-5.3630, -2.2510, -0.7428], [-5.0142, -0.9883, -1.2810], [-3.7544, -0.4827, -0.9427], [-3.6587, 0.0625, 0.4995], [-2.3695, 0.7566, 0.6996], [-1.3968, 0.2979, 1.3964], [-0.3127, 1.0654, 1.4132], [-0.4250, 2.1315, 0.6954], [0.5288, 3.0911, 0.5225], [1.9034, 2.9542, 0.5389], [2.6001, 3.9150, 0.3301], [2.4085, 1.5691, 0.7649], [1.8578, 1.0456, 1.5389], [3.4818, 1.5719, 0.9238], [2.1223, 0.6429, -0.8139], [3.1525, 1.0136, -1.7386], [0.7582, 0.8481, -1.2273], [2.3524, -1.0635, -0.3235], [3.5171, -1.7114, -0.6886], [3.7089, -3.0234, -0.2976], [2.7445, -3.6878, 0.4569], [1.5821, -3.0114, 0.8112], [1.3803, -1.6974, 0.4246], [0.4810, -1.1689, 0.6962], [0.8271, -3.5151, 1.3962], [2.9659, -5.1104, 0.8664], [3.9184, -5.2131, 1.3832], [2.1718, -5.4578, 1.5215], [2.9964, -5.7526, -0.0130], [4.6137, -3.5415, -0.5788], [4.2451, -1.1783, -1.2793], [0.2087, 3.9865, 0.1716], [-1.9997, 2.2959, -0.0650], [-3.7151, -0.7560, 1.2179], [-4.4902, 0.7510, 0.6628], [-2.9731, -1.2433, -1.0898], [-3.5799, 0.3373, -1.6459], [-5.9010, -2.7710, -1.5432], [-4.4584, -2.8254, -0.5052], [-5.7566, -1.7239, 1.3333], [-6.6212, -3.1490, 0.7506], [-7.1322, -1.5335, 0.2451]]}